{"formula": "C35H69Cl2N6O6P4S", "method": "wB97M-V/def2-TZVPD", "homo_ev": -9.24, "homo_lumo_gap_ev": 3.9, "charge": 1, "e_lumo_ev": -5.38, "species": ["C", "C", "C", "C", "P", "O", "Cl", "N", "P", "S", "C", "N", "N", "C", "C", "C", "N", "C", "C", "C", "C", "C", "C", "C", "O", "C", "C", "C", "C", "P", "O", "O", "C", "C", "O", "C", "C", "P", "O", "Cl", "H", "H", "H", "H", "H", "H", "H", "H", "H", "H", "H", "H", "H", "H", "H", "H", "H", "H", "H", "H", "H", "H", "H", "H", "H", "H", "H", "H", "H", "H", "H", "H", "H", "H", "H", "H", "H", "H", "H", "C", "C", "N", "C", "C", "C", "C", "H", "H", "H", "H", "H", "H", "H", "H", "H", "H", "H", "H", "H", "H", "H", "C", "C", "N", "C", "C", "C", "C", "H", "H", "H", "H", "H", "H", "H", "H", "H", "H", "H", "H", "H", "H", "H"], "xyz": [[-6.67589, -1.19152, 2.04330], [-5.98677, -1.24273, 0.94011], [-5.14724, -1.49972, -0.42301], [-3.90297, -0.44650, -0.60131], [-4.56653, 1.30630, -0.93389], [-5.83532, 1.21983, -2.13401], [-5.57535, 2.13213, 0.74422], [-3.09851, -0.69705, -1.87841], [-3.92332, -1.15045, -3.35803], [-3.41645, 0.19005, -4.71867], [-1.85305, -1.44968, -1.65196], [-1.34752, -2.38579, -2.48655], [-1.35810, -0.86997, -0.38589], [-0.53770, 0.34531, -0.69250], [0.82124, -0.16767, -1.46061], [0.88692, 0.42709, -2.98428], [1.25432, 1.87113, -2.84632], [2.57268, 2.20861, -3.45973], [3.63850, 2.90574, -2.48570], [3.66667, 4.50035, -2.44837], [4.71809, 5.30571, -1.55814], [5.73835, 4.42634, -0.71238], [5.71731, 2.85915, -0.70240], [4.64475, 2.09043, -1.60765], [4.70785, 0.65657, -1.54995], [-2.63259, -0.65910, 0.42358], [-2.69779, -2.12566, 1.17567], [-1.43356, -2.36223, 2.18238], [-1.22217, -3.96865, 2.45986], [-0.56364, -4.87862, 0.90074], [-0.16762, -3.77216, -0.10220], [0.86466, -5.67540, 1.39224], [1.13620, -6.88278, 0.61470], [1.94487, -6.46314, -0.72242], [-1.83346, -5.90182, 0.39650], [-1.76147, -6.24960, -1.01730], [-3.31839, -6.34561, -1.52968], [-2.41745, 0.48499, 1.92883], [-3.90908, 0.30927, 2.82300], [-2.18640, 2.53388, 1.32297], [-7.49522, -1.13566, 2.85568], [-4.79507, -2.60916, -0.49973], [-5.94185, -1.38722, -1.26362], [-6.55928, 0.64052, -1.76533], [-3.51393, -2.42113, -3.92924], [-5.34994, -1.15036, -3.33535], [-1.50670, -3.41192, -2.39340], [-0.82958, -2.07517, -3.32468], [-0.14669, 0.90532, 0.24538], [-1.10239, 1.04867, -1.40414], [1.74370, 0.30330, -0.92490], [0.95330, -1.30687, -1.40602], [-0.10952, 0.35228, -3.55068], [1.65597, -0.22072, -3.53948], [0.50907, 2.46931, -3.24294], [3.10038, 1.32474, -3.99459], [2.35843, 2.98593, -4.30067], [2.89394, 5.05027, -3.10058], [4.74932, 6.45237, -1.56779], [6.52765, 4.94110, -0.05378], [6.47449, 2.24317, -0.07950], [3.96800, 0.24751, -2.05797], [-2.81990, -2.99344, 0.41156], [-3.63192, -2.20928, 1.86928], [-0.43523, -1.99085, 1.76289], [-1.65004, -1.92268, 3.24027], [-0.50683, -4.09651, 3.34826], [-2.26958, -4.36879, 2.73518], [0.21699, -7.54253, 0.42370], [1.86907, -7.51997, 1.25190], [1.24611, -5.98555, -1.50085], [2.79255, -5.73017, -0.44159], [2.39569, -7.45170, -1.14535], [-1.26696, -5.46383, -1.69016], [-1.30023, -7.29965, -1.11183], [-3.83908, -7.30218, -1.17375], [-3.86188, -5.45096, -1.01734], [-3.38196, -6.15355, -2.65868], [-3.69704, -0.45737, 3.42419], [0.76114, -5.20861, 10.14778], [1.06405, -4.65845, 8.75857], [0.08739, -5.05458, 7.74803], [0.52899, -4.79428, 6.37992], [0.74141, -3.33902, 5.96914], [-1.30659, -4.72121, 8.02884], [-1.65034, -3.25385, 8.27788], [0.63792, -6.29665, 10.12288], [1.58776, -4.98111, 10.82586], [-0.14228, -4.76565, 10.57443], [2.04713, -5.04757, 8.47007], [1.16511, -3.56760, 8.82087], [-0.17334, -5.26051, 5.67858], [1.47318, -5.33006, 6.22295], [-0.20542, -2.81483, 5.83050], [1.26751, -3.30209, 5.00905], [1.34727, -2.78673, 6.69113], [-1.62495, -5.29542, 8.90605], [-1.94192, -5.09868, 7.21921], [-0.95649, -2.77227, 8.96960], [-2.64871, -3.18326, 8.71981], [-1.67320, -2.67896, 7.35104], [2.13309, 11.30631, -5.66963], [3.09221, 10.17201, -5.32621], [2.50324, 9.14971, -4.46642], [3.48843, 8.23663, -3.89050], [4.26945, 7.33935, -4.84561], [1.27843, 8.52095, -4.95343], [1.32582, 7.83332, -6.31661], [1.70658, 11.75014, -4.76364], [2.66659, 12.09370, -6.20852], [1.31459, 10.96912, -6.31061], [3.94402, 10.62304, -4.80463], [3.48595, 9.74351, -6.25647], [3.00059, 7.60664, -3.13711], [4.21164, 8.83674, -3.32431], [3.65228, 6.52805, -5.23370], [5.10412, 6.87371, -4.31168], [4.68677, 7.89524, -5.68860], [0.49315, 9.28448, -4.98828], [0.91706, 7.80179, -4.20919], [1.81464, 8.44457, -7.07772], [0.30609, 7.63985, -6.66298], [1.83174, 6.86822, -6.26739]], "forces_ev_per_a": [[2.3, -0.3, -5.5], [-2.3, -0.5, 4.1], [-0.9, -0.3, 1.1], [-0.3, -1.5, 0.5], [-0.4, 2.9, -1.3], [0.9, -1.9, 2.9], [0.4, -1.3, -1.0], [0.6, -5.0, 0.0], [0.4, 1.8, -4.0], [0.0, -0.7, 0.9], [-2.4, 3.6, 2.8], [0.4, 0.5, -0.9], [-2.0, -0.3, -1.7], [2.8, 0.3, -0.9], [0.3, 0.7, -0.4], [-0.2, -0.6, 1.3], [0.2, -1.0, -1.1], [1.2, 1.6, -0.8], [1.9, 1.7, 1.9], [2.8, -1.7, 2.3], [-0.4, -4.9, -0.5], [-2.3, -1.7, -1.7], [-2.6, 2.0, -2.3], [0.4, 3.3, 0.3], [-0.8, 2.3, -0.6], [-1.0, -1.4, 0.3], [-0.7, -0.1, 1.4], [0.3, -1.4, -0.1], [-1.0, 0.3, 0.1], [1.4, 2.7, 0.0], [-1.4, -2.9, 1.4], [-3.6, -0.2, -1.1], [2.1, -0.9, -0.6], [-0.3, -0.9, 0.3], [2.9, 1.6, 0.0], [-2.2, -1.2, -1.5], [0.5, 1.1, 0.9], [0.2, 0.4, 1.8], [2.1, -0.4, -1.4], [-0.9, -1.5, 0.1], [2.1, 0.0, -1.8], [-0.6, 1.9, 0.4], [1.5, 0.0, 1.4], [0.5, 1.0, -0.6], [-0.4, 0.4, 1.4], [0.7, -0.4, 1.0], [0.4, 1.5, 0.6], [-0.5, -0.2, 0.7], [-1.3, -1.2, -1.4], [0.6, -0.8, 1.3], [-1.7, -0.9, -0.9], [-0.5, 1.6, 0.0], [1.2, -0.1, 0.9], [-0.9, 1.2, 0.5], [0.9, -0.6, 0.2], [-1.1, 1.2, 1.0], [0.6, -1.3, 1.4], [1.4, -0.9, 1.2], [0.0, -2.1, 0.1], [-1.4, -0.9, -1.2], [-1.5, 1.2, -1.2], [0.7, 0.8, 0.4], [0.6, 1.6, 1.1], [1.4, 0.3, -1.4], [-1.7, -0.2, 0.6], [0.5, -0.6, -2.0], [-1.0, 0.0, -1.4], [1.8, 0.2, -0.3], [1.2, 1.2, 0.3], [-1.4, 1.2, -0.9], [1.2, -0.7, 1.2], [-1.5, -1.3, -0.5], [-0.7, 1.9, 0.6], [-0.2, -1.2, 1.4], [-0.4, 1.9, 0.0], [0.9, 1.4, -0.8], [0.8, -1.5, -0.8], [0.1, -0.7, 1.6], [-0.3, 1.1, -0.6], [-0.1, 0.0, 0.0], [-0.1, -0.1, 0.1], [0.0, -0.1, -0.4], [0.2, -0.2, 0.1], [0.0, 0.2, -0.3], [0.0, -0.2, 0.3], [-0.2, 0.2, 0.0], [0.0, 0.2, -0.1], [-0.1, 0.0, -0.1], [0.0, -0.1, 0.0], [-0.2, 0.1, -0.2], [0.1, 0.1, 0.1], [-0.1, 0.0, 0.2], [0.0, 0.0, 0.2], [0.0, 0.1, 0.1], [0.0, 0.0, 0.1], [-0.1, 0.0, 0.0], [0.2, 0.0, 0.0], [0.3, 0.0, -0.1], [0.0, 0.0, 0.0], [0.1, 0.0, 0.0], [0.1, 0.1, 0.1], [-0.1, 0.0, 0.0], [-0.2, 0.1, 0.0], [0.1, -0.2, 0.4], [0.1, 0.2, 0.1], [0.2, -0.2, 0.0], [-0.2, 0.3, 0.0], [-0.1, -0.2, -0.1], [0.0, -0.1, -0.1], [0.0, -0.1, 0.0], [0.0, 0.0, 0.1], [0.0, -0.3, 0.1], [0.1, 0.0, -0.1], [-0.2, 0.1, -0.1], [-0.1, 0.1, -0.1], [0.0, 0.0, -0.1], [-0.1, 0.0, -0.1], [-0.1, 0.0, 0.1], [0.2, 0.0, 0.0], [0.3, 0.1, 0.1], [0.0, 0.0, 0.1], [0.1, 0.0, 0.0], [0.1, 0.1, -0.1]]}

{"formula": "C20H26N2O4S", "method": "wB97M-V/def2-TZVPD", "homo_ev": -8.56, "homo_lumo_gap_ev": 9.2, "smiles": "COCCCNC(=O)CCc1ccc(S(=O)(=O)Nc2ccc(C)cc2)cc1", "charge": 0, "e_lumo_ev": 0.60, "species": ["C", "H", "H", "H", "O", "C", "C", "C", "N", "C", "O", "C", "H", "H", "C", "C", "C", "C", "C", "C", "C", "H", "H", "S", "O", "O", "N", "C", "C", "C", "C", "C", "C", "H", "H", "C", "H", "H", "H", "H", "H", "H", "H", "H", "H", "H", "H", "H", "H", "H", "H", "H", "H"], "xyz": [[0.68322, 2.04662, 0.18202], [0.97716, 0.99697, 0.08150], [-0.06432, 2.11964, 0.97785], [0.25448, 2.39056, -0.75886], [1.79219, 2.87793, 0.44012], [2.29786, 2.78523, 1.75690], [3.12128, 1.52299, 2.03599], [4.38054, 1.45168, 1.17031], [4.04711, 1.23540, -0.21895], [4.50106, 0.17919, -0.91688], [5.30509, -0.61554, -0.46899], [3.92167, 0.03618, -2.31871], [3.18460, 0.81444, -2.51928], [4.73998, 0.12716, -3.03521], [3.28618, -1.35790, -2.46073], [2.10426, -1.47286, -1.54328], [0.82342, -1.17510, -1.99577], [-0.25666, -1.18330, -1.12780], [-0.04621, -1.48524, 0.20262], [1.21387, -1.81343, 0.66840], [2.28620, -1.81554, -0.20570], [3.27439, -2.06508, 0.14923], [1.33128, -2.06277, 1.71129], [-1.34228, -1.34095, 1.42387], [-1.26600, -2.45454, 2.32190], [-1.27522, -0.01523, 1.96971], [-2.75607, -1.56115, 0.55393], [-3.58348, -0.55815, 0.04981], [-3.07122, 0.69278, -0.27486], [-3.90098, 1.66112, -0.81044], [-5.24588, 1.41171, -1.04832], [-5.74642, 0.15637, -0.72394], [-4.93258, -0.81706, -0.17902], [-5.33826, -1.78720, 0.07033], [-6.79054, -0.06192, -0.89596], [-6.14424, 2.46970, -1.61401], [-6.70542, 2.95108, -0.81262], [-5.56783, 3.23378, -2.12942], [-6.86032, 2.03773, -2.30986], [-3.48884, 2.63080, -1.04953], [-2.03430, 0.91087, -0.08062], [-3.21822, -2.41571, 0.82061], [-1.24866, -0.94949, -1.47959], [0.66912, -0.92659, -3.03568], [4.04077, -2.09922, -2.19453], [2.98044, -1.51498, -3.49607], [3.35351, 1.86535, -0.59644], [5.01472, 0.61579, 1.47583], [4.95014, 2.38288, 1.27129], [2.50770, 0.63657, 1.86472], [3.41179, 1.53671, 3.08680], [1.46782, 2.84260, 2.47439], [2.93008, 3.67031, 1.87625]], "forces_ev_per_a": [[0.0, -0.1, 0.0], [0.0, 0.0, 0.0], [0.0, 0.0, 0.0], [-0.1, -0.1, 0.0], [0.1, 0.2, -0.2], [0.1, -0.1, 0.4], [0.0, 0.4, -0.4], [0.0, -0.2, 0.3], [-0.2, 0.3, 0.1], [-0.2, 0.4, -0.4], [0.2, -0.5, 0.0], [0.2, -0.3, 0.1], [0.0, 0.0, 0.0], [0.0, 0.1, 0.0], [0.1, 0.2, 0.0], [-0.1, -0.1, -0.1], [0.0, 0.0, 0.1], [-0.1, 0.0, -0.1], [-0.5, 0.0, 0.3], [0.0, 0.0, 0.1], [-0.2, 0.0, 0.1], [0.1, 0.0, 0.0], [0.1, -0.1, 0.1], [-0.2, -0.1, -0.1], [0.0, -0.1, -0.2], [-0.1, -0.1, -0.3], [0.8, -0.3, 0.6], [-0.2, 0.8, -0.3], [-0.1, 0.0, 0.0], [-0.1, -0.1, 0.0], [0.0, 0.0, 0.0], [0.1, 0.1, 0.0], [0.2, -0.1, 0.1], [-0.1, -0.1, 0.0], [-0.1, 0.0, 0.0], [0.0, 0.0, 0.1], [-0.1, 0.1, 0.0], [0.0, 0.1, -0.1], [-0.1, 0.0, -0.1], [0.0, 0.1, 0.0], [0.1, 0.1, 0.0], [0.1, -0.2, 0.1], [-0.1, 0.0, -0.1], [0.0, 0.0, -0.1], [0.0, 0.0, -0.1], [0.0, 0.0, 0.0], [0.0, -0.2, -0.1], [0.0, 0.2, 0.0], [0.0, -0.1, 0.1], [0.0, -0.1, 0.1], [0.0, 0.0, 0.1], [0.0, 0.1, -0.1], [0.0, -0.1, 0.1]]}